<1>
# C4H6N2O

One molecule with the formula C4H6N2O (ωB97M-V with the def2-TZVPD basis set, OMol25).

Properties
**<S²>**: 2.023
**Multiplicity**: 3
**Frontier orbital gap (alpha / beta)**: 5.0 / 7.2 eV

Geometry (Å):
1 C 1.69 -1.34 -0.05
2 C -1.73 0.07 -0.37
3 C -0.29 -0.01 0.09
4 C 0.52 1.22 0.45
5 N 2.78 -1.63 0.14
6 N 0.48 -0.99 -0.50
7 O -1.40 -0.34 0.92
8 H -2.41 0.91 -0.40
9 H -2.00 -0.78 -0.91
10 H 1.28 1.39 -0.39
11 H 1.12 1.11 1.27
12 H -0.05 2.25 0.68
13 H 0.00 -1.84 -0.91

Charges per atom according to Mulliken partitioning, unit e:
1 C -0.6573
2 C -0.7515
3 C 0.9152
4 C -1.2181
5 N -0.0877
6 N -0.0891
7 O -0.3680
8 H 0.2689
9 H 0.4120
10 H 0.3086
11 H 0.3840
12 H 0.2932
13 H 0.5898

<2>
# C4H6N2O

One molecule with the formula C4H6N2O (ωB97M-V with the def2-TZVPD basis set, OMol25).

Properties
**<S²>**: 2.007
**Multiplicity**: 3
**Frontier orbital gap (alpha / beta)**: 7.2 / 8.8 eV

Geometry (Å):
1 C -0.91 0.30 0.47
2 C -0.02 1.10 -0.11
3 C -0.85 -1.06 -0.03
4 C 0.72 0.27 -1.11
5 N 2.05 0.14 0.85
6 N 2.26 0.00 -0.33
7 O 0.01 -0.91 -1.21
8 H -1.48 0.27 1.39
9 H -0.28 2.17 0.07
10 H -0.37 -1.73 0.68
11 H -1.82 -1.51 -0.36
12 H 1.15 0.61 -2.06
13 H 2.87 0.09 1.42

Charges per atom according to Mulliken partitioning, unit e:
1 C -0.0762
2 C -0.6701
3 C -0.3570
4 C 0.3169
5 N -0.3797
6 N -0.1966
7 O -0.4277
8 H 0.3392
9 H 0.3078
10 H 0.2398
11 H 0.3172
12 H 0.3480
13 H 0.2384

Which is most stable, and by how much? <2>, by 0.0899 hartree.

<1>
# C8H12O3

One molecule with the formula C8H12O3 (ωB97M-V with the def2-TZVPD basis set, OMol25).

Properties
**Frontier orbital gap (alpha / beta)**: 7.5 / 7.0 eV

Geometry (Å):
1 C -1.94 0.23 0.12
2 C 1.52 1.85 -0.28
3 C 0.18 1.69 0.39
4 C 2.39 0.61 -0.10
5 C -0.61 0.57 -0.28
6 C 0.69 -1.01 0.10
7 C -2.63 -0.87 -0.69
8 C 0.09 -2.21 0.62
9 O -2.61 1.05 0.71
10 O 1.73 -0.46 0.71
11 O 0.20 -0.30 -0.98
12 H 1.51 1.99 -1.42
13 H 2.18 2.66 0.05
14 H 0.35 1.48 1.50
15 H -0.42 2.65 0.25
16 H 2.69 0.25 -1.11
17 H 3.25 0.80 0.56
18 H -3.67 -0.47 -0.91
19 H -2.82 -1.66 0.01
20 H -1.97 -1.28 -1.52
21 H 0.90 -2.84 1.11
22 H -0.35 -2.77 -0.16
23 H -0.67 -1.96 1.32

Charges per atom according to Mulliken partitioning, unit e:
1 C 0.5556
2 C -0.6011
3 C -0.4204
4 C -0.4526
5 C 0.2303
6 C 0.9971
7 C -1.1070
8 C -1.3498
9 O -0.6561
10 O -0.4056
11 O -0.5364
12 H 0.2874
13 H 0.3391
14 H 0.1669
15 H 0.3906
16 H 0.2511
17 H 0.3974
18 H 0.3791
19 H 0.2737
20 H 0.2101
21 H 0.3398
22 H 0.3887
23 H 0.3221

<2>
# C8H12O3

One molecule with the formula C8H12O3 (ωB97M-V with the def2-TZVPD basis set, OMol25).

Properties
**Frontier orbital gap (alpha / beta)**: 6.5 / 8.0 eV

Geometry (Å):
1 C -2.85 -1.72 -2.44
2 C -0.52 -0.65 -0.58
3 C -2.32 -0.42 -2.33
4 C 0.64 -0.19 0.33
5 C 1.15 1.06 0.39
6 C 2.32 1.36 1.27
7 C 0.61 2.20 -0.41
8 C 0.44 -1.53 2.24
9 O -3.75 -2.04 -3.20
10 O -1.29 -0.04 -1.47
11 O 1.15 -1.24 1.05
12 H -2.38 -2.47 -1.78
13 H -0.66 -1.72 -0.46
14 H -2.67 0.42 -2.90
15 H 2.81 0.44 1.58
16 H 2.00 1.91 2.15
17 H 3.03 1.99 0.73
18 H -0.34 1.96 -0.86
19 H 1.32 2.47 -1.19
20 H 0.49 3.07 0.24
21 H -0.56 -1.91 2.02
22 H 0.37 -0.65 2.88
23 H 1.02 -2.30 2.75

Charges per atom according to Mulliken partitioning, unit e:
1 C -0.1432
2 C -0.0038
3 C -0.0305
4 C -0.0328
5 C 1.0960
6 C -1.4409
7 C -1.3831
8 C -0.7291
9 O -0.5306
10 O -0.2019
11 O -0.5051
12 H 0.2471
13 H 0.3203
14 H 0.3845
15 H 0.3713
16 H 0.3137
17 H 0.4189
18 H 0.3258
19 H 0.3173
20 H 0.3489
21 H 0.3179
22 H 0.2750
23 H 0.2645

Which is most stable, and by how much? <1>, by 0.0215 hartree.

<1>
# C2H3NO2

One molecule with the formula C2H3NO2 (ωB97M-V with the def2-TZVPD basis set, OMol25).

Properties
**Frontier orbital gap**: 10.3 eV
**SMILES**: C=NOC=O

Geometry (Å):
1 C 1.20 -0.42 -1.14
2 N -0.02 0.33 -0.85
3 O -0.40 -0.32 0.42
4 C -1.10 0.47 1.16
5 O -1.19 1.65 1.23
6 H 1.44 -0.15 -2.19
7 H 1.84 -1.32 -0.43
8 H -1.76 -0.24 1.81

Charges per atom according to Mulliken partitioning, unit e:
1 C -0.2142
2 N -0.2375
3 O -0.1078
4 C 0.2093
5 O -0.4288
6 H 0.3039
7 H 0.2446
8 H 0.2305

<2>
# C2H3NO2

One molecule with the formula C2H3NO2 (ωB97M-V with the def2-TZVPD basis set, OMol25).

Properties
**Frontier orbital gap (alpha / beta)**: 8.3 / 8.2 eV
**SMILES**: N1O[C@H]2O[C@@H]12

Geometry (Å):
1 N 0.02 0.09 1.17
2 O 1.01 0.76 0.40
3 C 0.77 0.16 -0.86
4 O 0.40 -1.18 -0.65
5 C -0.63 -0.62 0.11
6 H -0.53 0.81 1.63
7 H 0.64 0.76 -1.73
8 H -1.68 -0.76 -0.06

Charges per atom according to Mulliken partitioning, unit e:
1 N -0.1761
2 O -0.2484
3 C -0.0740
4 O -0.3444
5 C -0.1788
6 H 0.2857
7 H 0.3741
8 H 0.3618

Which is most stable, and by how much? <1>, by 0.0703 hartree.